1.
C9H19HgN4O as an isolated structure in a non-equilibrium geometry, computed with the ωB97M-V functional and the def2-TZVPD basis.

```
34
Properties=species:S:1:pos:R:3:forces:R:3:lowdin_spin:R:1
H -1.2679 0.4112 -5.0312 0.1 0.1 0.5 0.00
C 1.0157 -1.5169 2.0070 0.1 -1.2 1.7 0.00
C -0.9213 1.2110 1.9236 1.7 1.1 0.4 0.01
N -0.8346 0.2460 0.8791 1.0 -0.3 -2.0 0.03
H 0.7691 -1.1621 -3.4018 0.2 -0.1 0.5 0.01
H 1.2112 -2.2813 1.2787 -0.4 -0.7 -0.4 0.00
H 1.6308 -1.7379 2.9276 -0.4 0.1 -1.1 0.00
H -1.1919 -1.8754 0.6089 0.0 1.1 0.4 0.00
N 1.4377 -0.2777 1.4688 1.3 1.8 0.7 0.00
H 0.2139 -0.6609 4.3685 1.0 -0.8 1.0 0.00
C -0.4594 -0.2997 -4.8190 0.6 2.0 -1.0 0.00
C -0.4043 -0.4183 3.5550 -3.2 -0.9 -0.6 0.00
H 1.5020 1.1964 -3.8080 0.0 -0.4 1.1 0.00
H 1.9628 0.4320 3.4064 0.0 -0.3 -0.4 0.00
H 1.6371 1.6707 2.2935 0.7 1.3 -1.1 0.00
C 0.0734 -0.3235 -3.4406 -2.1 -0.1 2.3 0.01
C 1.3349 0.6980 2.5418 -0.1 -0.2 1.7 0.00
H 0.7093 -0.4039 -0.5133 -0.4 0.2 0.8 0.00
N -0.0270 0.8520 3.0740 0.2 1.2 -1.4 0.00
H 0.8735 1.2812 0.1731 -0.2 -1.5 0.3 0.00
H -2.3187 -0.9508 1.7632 1.7 -0.4 -0.6 0.00
C 0.6840 0.9726 -3.0640 0.8 2.3 -3.5 0.01
O -0.9938 -0.6068 -2.4657 1.1 -0.5 -0.9 0.35
C 0.5996 0.1955 0.4236 -0.9 1.0 -1.6 0.00
H -0.8158 -1.2342 -5.0628 -0.8 -2.2 -0.7 0.00
Hg -2.1011 1.0431 -1.6973 -0.1 0.0 0.1 0.55
C -1.2203 -1.0602 1.3862 -2.1 -0.7 0.3 0.00
N -0.3817 -1.4879 2.4870 0.6 0.4 0.9 0.00
H -0.6692 2.2465 1.5323 -0.1 -1.2 0.5 0.00
H -1.4619 -0.3337 3.9496 0.9 -0.3 -0.4 0.00
H 0.3571 -0.0320 -5.5031 -0.1 -0.2 -0.1 0.00
H 0.9510 1.2094 -2.0716 0.5 -0.3 1.0 0.00
H -1.9129 1.1983 2.2593 -1.6 0.3 0.8 0.00
H 0.0187 1.7993 -3.4286 -0.1 -0.6 0.6 0.01
```
Positions in Å, forces in eV/Å.

Properties
<S²>: 0.7626
2S+1: 2
LUMO energy (spin up / spin down) (eV): 0.7 / -1.5

***

2.
C32H27IrN3O6PS as an isolated structure in a non-equilibrium geometry, computed with the ωB97M-V functional and the def2-TZVPD basis.

```
71
Properties=species:S:1:pos:R:3:forces:R:3:lowdin_spin:R:1
C 3.5948 2.8857 -0.6233 0.0 0.0 0.0 0.00
C 1.7430 -1.9289 -1.1940 0.0 -0.1 0.1 0.00
C 3.4601 2.8461 -2.0036 0.0 0.0 0.0 0.00
C -2.1741 -1.0615 -0.6662 -0.1 -0.5 -0.3 0.00
C -0.7514 3.1137 -1.2966 -0.1 -0.1 -0.1 0.01
C -0.3033 5.3866 0.1345 -0.1 0.0 0.0 0.00
C 0.1627 -2.5369 0.5258 0.2 0.0 0.0 0.00
H -5.1585 1.6005 0.7005 0.0 0.1 0.0 0.00
H -0.4262 -4.5950 0.5725 0.0 0.0 0.0 0.00
C -3.5605 -5.0064 -1.3362 0.0 0.0 0.0 0.00
N -1.0700 3.1417 -0.0082 0.3 1.1 1.4 0.09
C 0.0743 5.3410 -1.1973 0.0 0.0 0.0 0.00
H 4.3095 3.5584 -0.1671 0.0 0.0 0.0 0.00
H -3.9332 -6.0099 -1.4991 0.0 0.0 0.0 0.00
C -4.2611 1.0470 0.4272 0.3 0.0 -0.1 0.01
C -3.5427 -4.4740 -0.0428 0.0 -0.1 0.0 0.00
H 2.1717 0.6879 5.4034 0.0 0.0 0.0 0.00
H 0.5428 6.1971 -1.6650 0.0 0.0 0.0 0.00
H 2.4349 1.9508 -3.6652 0.0 0.0 0.0 0.00
C 3.0149 -1.0941 2.0594 0.0 0.0 0.1 0.00
H -1.1811 4.2370 1.7356 0.0 0.0 0.0 0.00
C -2.6682 -2.9596 -2.2377 0.1 0.1 0.0 0.00
H -3.8970 -5.0566 0.7965 0.0 0.0 0.0 0.00
H 1.0667 0.4701 -2.2561 0.1 0.0 0.0 0.00
H -4.1564 1.0921 -0.6637 0.0 0.1 0.0 0.00
C 0.1829 -3.8489 0.0798 0.0 0.0 0.1 0.00
P 0.9108 0.0841 0.6362 -0.1 -0.2 -0.1 0.03
H 2.3786 -1.2041 -1.6803 0.0 0.0 0.0 0.00
H -3.0516 -2.7545 1.1302 0.0 0.0 0.0 0.00
O -2.2755 -2.3015 -3.3400 0.0 0.0 0.1 0.00
C 0.9777 -4.2025 -1.0001 0.0 0.0 0.0 0.00
C -1.0865 1.8518 -1.9439 -0.1 0.2 -0.2 0.00
C 2.4295 0.1833 4.4815 -0.1 0.0 0.0 0.00
C 1.7670 1.1526 -1.7922 0.1 0.0 0.0 0.00
H 4.0780 3.4803 -2.6263 0.0 0.0 0.0 0.00
H -1.0419 1.7290 -3.0203 0.0 -0.1 0.0 0.00
C -0.8723 4.2579 0.6999 -0.1 -0.1 -0.3 0.00
C 2.5429 1.9824 -2.5879 0.0 0.0 0.0 0.00
N -1.4645 0.9065 -1.1807 0.4 1.4 1.2 0.03
H 4.6450 -1.9833 3.1225 0.0 0.0 0.0 0.00
H -4.4094 0.0041 0.7099 0.0 0.0 0.1 0.00
O 0.1508 2.1635 4.5296 0.0 0.0 0.2 0.01
O -2.1339 -0.6570 0.5594 0.1 0.2 1.6 0.00
H 4.1489 -0.8401 5.2510 0.0 0.0 0.0 0.00
C 0.9324 -1.5638 -0.1168 -0.1 -0.1 -0.1 0.00
H 0.0868 4.1234 -2.9822 0.0 0.0 0.0 0.00
H 2.4087 -3.5267 -2.4501 0.0 0.0 0.0 0.00
Ir -1.3229 1.1298 1.0459 1.2 -4.9 -4.7 0.60
C -3.0804 -3.1959 0.1425 0.0 0.1 -0.1 0.00
C 3.8042 -1.3050 3.1868 0.0 0.0 0.0 0.00
O 0.3809 2.1488 2.0566 -0.3 0.5 0.9 0.10
H -2.0196 -1.3951 -3.0828 0.0 0.0 -0.1 0.00
C 1.7644 -3.2467 -1.6268 0.0 0.1 0.0 0.00
O -3.1873 1.6533 1.1090 -1.1 0.9 1.0 0.09
H -0.1710 6.2789 0.7295 0.0 0.0 0.0 0.00
H 2.9274 2.0963 1.2536 0.1 0.0 0.0 0.00
H 0.9934 -5.2275 -1.3479 0.0 0.0 0.0 0.00
S 0.2396 1.3745 3.3574 0.2 0.8 -0.1 0.00
C -3.1232 -4.2666 -2.4119 0.0 -0.1 0.0 0.00
C 2.8234 2.0563 0.1775 0.0 0.0 0.0 0.00
C 1.6579 0.3815 3.3536 0.2 -0.2 -0.2 0.00
H -0.4481 -2.2643 1.3777 0.0 0.0 0.0 0.00
H 3.2474 -1.6031 1.1324 0.0 0.0 0.0 0.00
C -0.1677 4.1909 -1.9323 0.0 0.1 -0.2 0.00
C 1.9311 -0.2324 2.1297 0.0 0.1 0.0 0.00
C 1.9154 1.1716 -0.4028 0.0 0.0 0.0 0.00
O -0.8923 0.4366 3.0713 -0.9 0.8 -0.4 -0.01
C 3.5226 -0.6679 4.3859 0.0 0.0 0.0 0.00
H -3.1304 -4.6719 -3.4148 0.0 0.0 0.0 0.00
N -1.8218 -0.2957 -1.6609 0.1 0.2 -0.2 0.01
C -2.6390 -2.4154 -0.9413 -0.2 0.0 0.4 0.00
```
Positions in Å, forces in eV/Å.

Properties
Relative energy (zero: lowest compared OMol25 entry of this formula, charge and spin) (kJ/mol): 273.2
<S²>: 0.7578
Charge: +1
2S+1: 2
LUMO energy (spin up / spin down) (eV): -4.2 / -4.5

***

3.
A 2-piece molecular cluster, C4H11BrN2 overall in a non-equilibrium geometry, computed with the ωB97M-V functional and the def2-TZVPD basis.

```
18
Properties=species:S:1:pos:R:3:forces:R:3:lowdin_charge:R:1
N -0.3916 1.8091 -0.7347 3.2 -1.4 3.3 0.24
H 3.0437 -2.2720 -0.4038 0.5 0.1 -0.8 0.16
H 2.0285 -2.6324 0.7364 -0.5 1.3 0.0 0.20
Br 2.7764 0.4319 0.6668 -0.9 -0.6 -0.9 0.78
H 0.2638 1.8735 -1.4472 1.3 0.2 -2.8 0.14
H -2.2761 1.7546 1.4786 0.0 0.8 0.2 -0.01
H 1.6740 -0.5577 -1.4689 0.6 0.3 -0.9 0.11
H 0.0954 2.4033 -0.0292 -0.6 -0.4 0.3 0.20
C 0.1021 -0.6397 -0.0241 -0.4 1.2 -0.7 -0.13
H -3.6595 0.9698 0.3035 0.8 1.0 0.3 0.05
C -0.6139 0.4510 -0.2667 -1.9 -0.8 1.7 -0.03
N 2.0594 -2.1596 -0.1983 0.2 -0.4 1.2 0.16
C -3.0276 1.0573 1.2075 -0.6 -2.2 -1.3 0.25
H -3.3728 0.2803 1.8977 0.7 0.4 0.2 0.04
H -0.5394 -1.4653 0.3808 1.2 0.5 -0.3 0.14
C 1.5743 -0.7440 -0.4298 -0.2 -0.5 2.9 -0.60
H -1.2311 2.2152 -0.9242 -3.1 1.6 -1.2 0.12
H 1.4944 -2.7753 -0.7444 -0.3 -0.8 -1.2 0.16
```
Positions in Å, forces in eV/Å.

Properties
Relative energy (zero: lowest compared OMol25 entry of this formula, charge and spin) (kJ/mol): 355.6
Charge: +2
LUMO energy (spin up / spin down) (eV): -9.1 / -7.8

***

4.
A 2-piece molecular cluster, CH3NO2S overall in a non-equilibrium geometry, computed with the ωB97M-V functional and the def2-TZVPD basis.

```
8
Properties=species:S:1:pos:R:3:forces:R:3:lowdin_charge:R:1
H -0.8881 -1.5175 -0.2805 0.2 1.7 0.3 0.09
N 0.2495 0.2779 -0.3751 -0.7 0.4 0.0 -0.02
O 2.2784 3.4581 -0.2815 1.4 -0.4 -0.6 -0.44
H -1.4031 -0.1733 0.9211 1.1 0.4 -0.8 0.08
H 0.7488 -0.1119 -1.1926 -0.4 -0.3 0.8 0.06
S 0.9850 3.1442 -0.7828 -1.4 1.0 2.0 0.83
C -0.7007 -0.4299 0.0775 -0.1 -2.2 -0.2 -0.13
O -0.0353 3.6468 0.1176 -0.1 -0.7 -1.3 -0.45
```
Positions in Å, forces in eV/Å.

Properties
Relative energy (zero: lowest compared OMol25 entry of this formula, charge and spin) (kJ/mol): 99.9
LUMO energy (eV): -0.5

***

5.
A 2-piece molecular cluster, C2H5ClNOP overall in a non-equilibrium geometry, computed with the ωB97M-V functional and the def2-TZVPD basis.

```
11
Properties=species:S:1:pos:R:3:forces:R:3:lowdin_charge:R:1
H 0.3177 -1.6257 -1.1744 0.3 0.0 -0.7 0.11
C -0.0413 0.0017 0.3822 0.4 -3.8 4.1 -0.77
O -0.8340 -2.3005 0.3453 1.5 1.9 -1.6 0.00
C -0.1821 -1.4291 -0.2380 -1.5 -1.2 2.8 -0.33
H -1.2492 0.7816 -1.3262 0.1 0.5 -1.6 -0.10
Cl 2.6455 -0.0398 -0.0669 -0.5 -0.5 0.1 0.55
H 0.0139 -0.4072 1.8073 -0.1 1.6 -4.0 0.23
P -1.6327 0.7391 -0.0293 -1.6 -0.8 1.3 0.88
H 1.2883 1.5747 0.1676 -0.9 0.6 0.3 0.04
H -1.3571 2.0335 0.3141 0.4 1.1 0.0 -0.12
N 1.0311 0.6717 -0.1817 1.9 0.7 -0.8 -0.48
```
Positions in Å, forces in eV/Å.

Properties
Relative energy (zero: lowest compared OMol25 entry of this formula, charge and spin) (kJ/mol): 452.6
LUMO energy (eV): 0.4

***

6.
An isolated ion of composition C4H4N3O2S and charge -1 in a non-equilibrium geometry, computed with the ωB97M-V functional and the def2-TZVPD basis.

```
14
Properties=species:S:1:pos:R:3:forces:R:3:lowdin_charge:R:1
H 2.2227 0.8551 1.1734 -3.3 0.4 -1.3 0.12
H -3.0447 0.5406 0.2276 -1.4 0.2 0.4 0.07
N 0.0818 0.4807 0.2432 1.2 2.7 1.7 -0.19
C 1.1435 1.3404 0.8047 3.3 0.8 1.9 -0.07
O 1.1420 -2.3218 -1.6040 -0.7 -1.8 -0.5 0.03
H 0.7604 1.8525 1.7554 0.2 -0.8 -1.6 0.08
H 1.5267 2.1603 0.1276 -0.9 -1.0 0.3 0.07
O 2.2835 -0.6887 -0.8169 1.1 0.2 0.1 -0.05
S -2.5684 -2.2876 -1.0130 -0.2 -0.5 -0.2 0.44
N 1.2202 -1.3297 -0.9324 -0.1 2.7 0.7 -0.44
N -1.1166 0.9923 0.5322 1.6 0.3 0.4 0.03
C -1.7239 -1.0328 -0.3948 4.5 0.2 -0.1 -0.74
C -2.0708 0.1574 0.2175 0.5 -0.7 -1.1 -0.28
C 0.1436 -0.7190 -0.3204 -6.0 -2.7 -0.7 -0.08
```
Positions in Å, forces in eV/Å.

Properties
Relative energy (zero: lowest compared OMol25 entry of this formula, charge and spin) (kJ/mol): 520.5
Charge: -1
LUMO energy (spin up / spin down) (eV): 3.4 / 3.3

***

What is the formula in the fourth record?
CH3NO2S

***

What did the fourth record say?
A 2-piece molecular cluster, CH3NO2S overall in a non-equilibrium geometry, computed with the ωB97M-V functional and the def2-TZVPD basis.

```
8
Properties=species:S:1:pos:R:3:forces:R:3:lowdin_charge:R:1
H -0.8881 -1.5175 -0.2805 0.2 1.7 0.3 0.09
N 0.2495 0.2779 -0.3751 -0.7 0.4 0.0 -0.02
O 2.2784 3.4581 -0.2815 1.4 -0.4 -0.6 -0.44
H -1.4031 -0.1733 0.9211 1.1 0.4 -0.8 0.08
H 0.7488 -0.1119 -1.1926 -0.4 -0.3 0.8 0.06
S 0.9850 3.1442 -0.7828 -1.4 1.0 2.0 0.83
C -0.7007 -0.4299 0.0775 -0.1 -2.2 -0.2 -0.13
O -0.0353 3.6468 0.1176 -0.1 -0.7 -1.3 -0.45
```
Positions in Å, forces in eV/Å.

Properties
Relative energy (zero: lowest compared OMol25 entry of this formula, charge and spin) (kJ/mol): 99.9
LUMO energy (eV): -0.5